# 1
Computed, not measured: a structure of composition C58H67AsN3O3SSbSi4Ta in a non-equilibrium geometry, with wB97M-V/def2-TZVPD.

Positions of all 139 atoms, in Å:
Ta1 -0.27388 0.39463 0.15666
O1 1.40641 2.00306 3.58238
C1 0.49787 1.28430 2.80407
O2 0.52300 1.53917 1.41522
C2 -0.95543 1.50228 3.17228
C3 -1.32871 2.14667 4.33060
C4 -2.67984 2.36787 4.56334
C5 -3.59519 1.95278 3.61239
C6 -3.12634 1.32945 2.47048
N1 -1.83487 1.07847 2.24531
H1 -0.56674 2.47727 5.02219
H2 -3.00679 2.87555 5.46199
H3 -4.65596 2.12276 3.73610
H4 -3.82903 1.04432 1.69959
N2 -3.45239 -1.01211 -0.31103
C7 -2.52894 -1.69941 -1.02471
N3 -1.23210 -1.47093 -0.96710
C8 -0.54722 -2.45920 -1.74408
C9 0.81502 -2.73021 -1.77753
C10 1.28275 -3.74865 -2.59017
C11 0.41977 -4.52341 -3.36254
C12 -0.94524 -4.31210 -3.29054
C13 -1.39801 -3.29051 -2.46878
S1 -3.05988 -2.92990 -2.10187
H5 -3.12419 -0.50710 0.49832
H6 -4.34894 -1.45736 -0.18265
H7 1.50659 -2.20481 -1.14364
H8 2.34601 -3.95196 -2.61477
H9 0.81151 -5.31017 -3.99357
H10 -1.63970 -4.93261 -3.84257
C14 -4.33956 -3.86974 4.17705
C15 -3.06125 -4.41263 4.17128
C16 -2.03485 -3.77298 3.49285
C17 -2.27616 -2.57461 2.82143
C18 -3.55204 -2.03103 2.84136
C19 -4.58103 -2.67700 3.51298
As1 -0.68209 -1.81310 2.01241
C20 0.29277 -1.14973 3.53465
C21 1.20104 -0.05562 3.12516
C22 1.95986 0.76455 4.16939
C23 1.51570 0.49360 5.57307
C24 0.65410 -0.48564 5.85600
C25 0.00092 -1.31205 4.82370
C26 0.16363 -3.41937 1.37431
C27 -0.61383 -4.30743 0.63181
C28 -0.06121 -5.49246 0.17537
C29 1.26342 -5.79867 0.47811
C30 2.02959 -4.91811 1.22851
C31 1.48733 -3.71640 1.67192
H11 -5.14236 -4.37375 4.69887
H12 -2.85957 -5.34070 4.68998
H13 -1.05108 -4.22237 3.48445
H14 -3.76874 -1.08973 2.36783
H15 -5.57240 -2.24192 3.52208
H16 1.84376 -0.31476 2.28095
H17 3.04461 0.78523 4.08619
H18 1.96638 1.07561 6.36895
H19 0.39665 -0.68997 6.88800
H20 -0.74528 -2.02591 5.14919
H21 -1.65789 -4.09439 0.43100
H22 -0.66589 -6.18748 -0.39442
H23 1.69130 -6.73568 0.14286
H24 3.05125 -5.16809 1.48585
H25 2.09743 -3.04380 2.26639
O3 1.30159 -0.09603 -0.66004
Si1 3.06003 -0.13067 -0.81724
C32 3.42290 -0.40524 -2.60789
C33 2.47801 -0.43494 -3.63355
C34 2.86245 -0.58227 -4.95930
C35 4.20912 -0.69752 -5.27885
C36 5.16603 -0.67485 -4.26994
C37 4.77645 -0.53156 -2.94680
C38 3.71330 -1.54779 0.18928
C39 4.07038 -2.74952 -0.43388
C40 4.73702 -3.74770 0.26396
C41 5.04603 -3.56722 1.60615
C42 4.69131 -2.38545 2.24961
C43 4.04233 -1.38330 1.54207
C44 3.76136 1.44431 -0.13960
C45 5.10834 1.44338 0.25446
C46 5.72826 2.61139 0.67410
C47 5.01516 3.80228 0.71794
C48 3.68248 3.82467 0.33029
C49 3.07202 2.65401 -0.09666
H26 1.42193 -0.36898 -3.38781
H27 2.11702 -0.61527 -5.74546
H28 4.51492 -0.80934 -6.31089
H29 6.21583 -0.77027 -4.51595
H30 5.54175 -0.51948 -2.17617
H31 3.86413 -2.89202 -1.49001
H32 5.02987 -4.65926 -0.24198
H33 5.58296 -4.33632 2.14697
H34 4.95599 -2.23479 3.28892
H35 3.84000 -0.43850 2.03731
H36 5.68862 0.52749 0.23158
H37 6.77078 2.59256 0.96608
H38 5.50047 4.71139 1.04947
H39 3.12850 4.75356 0.35529
H40 2.03669 2.67631 -0.41659
C50 -5.35365 2.02153 -0.45382
Si2 -4.40572 2.12739 -2.05115
C51 -4.61530 0.70078 -3.21732
C52 -4.76786 3.74453 -2.86670
Sb1 -1.78687 2.03609 -1.26386
Si3 -1.43881 4.55481 -0.23288
C53 -2.44950 4.47101 1.32152
C54 0.35620 4.85822 0.08584
C55 -2.13390 5.66901 -1.54665
Si4 -0.56968 2.03766 -3.68925
C56 -0.86952 0.30021 -4.27570
C57 1.15292 2.60039 -3.31100
C58 -1.47903 3.23369 -4.77073
H41 -6.42565 2.14203 -0.64656
H42 -5.05332 2.83197 0.21249
H43 -5.21564 1.06697 0.04953
H44 -5.64993 0.33959 -3.16719
H45 -3.95795 -0.13484 -2.99611
H46 -4.43900 1.02149 -4.24646
H47 -5.66483 3.56693 -3.47695
H48 -4.00131 4.11433 -3.53916
H49 -5.01262 4.52108 -2.14200
H50 -1.89550 3.95215 2.10660
H51 -3.39463 3.95734 1.15509
H52 -2.67875 5.47960 1.68359
H53 0.92246 3.93248 0.09582
H54 0.48185 5.32613 1.06688
H55 0.78415 5.52470 -0.66418
H56 -3.11688 6.06155 -1.27702
H57 -2.21433 5.16389 -2.50508
H58 -1.46317 6.52125 -1.68532
H59 -0.51459 -0.45222 -3.57247
H60 -0.39008 0.11133 -5.24293
H61 -1.94334 0.16393 -4.41448
H62 1.66148 1.93417 -2.61800
H63 1.10909 3.60143 -2.87678
H64 1.76945 2.65387 -4.21511
H65 -2.53790 2.99211 -4.84088
H66 -1.07188 3.15657 -5.78674
H67 -1.35455 4.26983 -4.45462

As for the relative energy (zero: lowest compared OMol25 entry of this formula, charge and spin): 0.0 kJ/mol. Its spin multiplicity is 1. As for the net charge: +3.

Mulliken population analysis, charges in e, atoms 1 to 5: atom 1 (Ta): 0.294, atom 2 (O): -0.687, atom 3 (C): 0.772, atom 4 (O): 0.280, atom 5 (C): -0.575

***

# 2
Computed, not measured: a structure of composition C58H69N8O6P2S2SrTe in a non-equilibrium geometry, with wB97M-V/def2-TZVPD.

Positions of all 147 atoms, in Å:
Sr1 -0.17445 -0.00218 0.75381
C1 -1.64789 -7.34953 -1.06495
C2 -1.22538 -5.92666 -0.82093
C3 0.11667 -5.55448 -0.80945
C4 0.52443 -4.26006 -0.53913
C5 1.97836 -3.98486 -0.48750
O1 2.53436 -3.37588 0.39965
C6 2.75525 -4.63295 -1.60219
C7 4.05232 -5.08438 -1.37850
C8 4.74795 -5.74849 -2.37342
C9 4.16799 -5.95257 -3.61486
C10 2.89086 -5.47663 -3.85921
C11 2.18906 -4.83238 -2.85907
C12 -0.42563 -3.19791 -0.28576
O2 -0.07211 -2.01134 -0.06978
C13 -1.81394 -3.61348 -0.33980
C14 -2.16417 -4.94278 -0.58339
C15 -2.85491 -2.65100 -0.08584
N1 -2.60779 -1.39931 -0.04294
C16 -3.61020 -0.43663 0.23857
C17 -3.25904 0.85353 -0.46128
Te1 -3.67946 0.80383 -2.57143
C18 -1.81729 -0.01230 -3.23817
C19 -0.88965 0.78681 -3.88380
C20 0.28502 0.23321 -4.35832
C21 0.54171 -1.11488 -4.18178
C22 -0.38553 -1.90978 -3.53419
C23 -1.56582 -1.36228 -3.07071
C24 -4.24338 -3.14870 0.14811
C25 -5.14356 -3.32765 -0.89701
C26 -6.45644 -3.67571 -0.63144
C27 -6.88183 -3.83754 0.67637
C28 -5.99077 -3.65971 1.72251
C29 -4.67780 -3.31569 1.45853
H1 -0.82247 -7.92767 -1.47433
H2 -2.48387 -7.39008 -1.76218
H3 -1.97084 -7.81773 -0.13292
H4 0.86831 -6.31769 -0.98796
H5 4.49845 -4.91447 -0.41058
H6 5.74370 -6.12235 -2.18221
H7 4.71031 -6.47735 -4.38935
H8 2.43463 -5.62804 -4.82842
H9 1.18871 -4.47840 -3.04741
H10 -3.21439 -5.21494 -0.59986
H11 -3.61184 -0.25903 1.32162
H12 -4.63892 -0.75328 -0.03073
H13 -2.20461 1.06355 -0.35505
H14 -3.83074 1.67382 -0.03434
H15 -1.07755 1.84343 -4.02168
H16 1.00926 0.85885 -4.85873
H17 1.46407 -1.53971 -4.54566
H18 -0.20055 -2.96194 -3.38214
H19 -2.28447 -1.99619 -2.57534
H20 -4.81348 -3.18626 -1.91756
H21 -7.15409 -3.81531 -1.44591
H22 -7.91054 -4.10387 0.87970
H23 -6.32455 -3.78300 2.74404
H24 -3.97645 -3.16988 2.26820
S1 1.24899 -1.42649 5.40921
C30 -0.38560 -1.86300 5.09222
C31 -0.72628 -1.69746 3.78558
C32 0.29977 -1.17279 2.95594
C33 1.42842 -0.97345 3.68046
C34 2.68208 -0.47318 3.18687
C35 3.88748 -0.65836 3.87988
C36 5.06250 -0.21765 3.31122
C37 5.01482 0.40820 2.07425
C38 3.77227 0.59230 1.48054
N2 2.64243 0.17631 2.01642
H25 -0.99589 -2.22215 5.90537
H26 -1.71067 -1.95509 3.42526
H27 3.88001 -1.15338 4.84102
H28 6.00722 -0.35929 3.82258
H29 5.91428 0.75363 1.58600
H30 3.68935 1.11055 0.53475
C39 5.37428 -1.95860 -2.61924
C40 4.26885 -1.40836 -3.51908
N3 4.01317 -0.01362 -3.25926
C41 4.84826 0.96340 -3.92488
C42 4.11332 1.65176 -5.07463
C43 3.12016 0.38770 -2.30480
S2 2.26074 -0.79549 -1.44295
N4 3.11596 1.70208 -2.11622
C44 2.18046 2.41973 -1.51193
O3 1.01333 2.09766 -1.24516
C45 2.65590 3.83427 -1.27967
C46 2.05624 4.64221 -0.31963
C47 2.48894 5.94272 -0.12176
C48 3.52389 6.46191 -0.88224
C49 4.12602 5.66444 -1.84158
C50 3.69718 4.36569 -2.03663
H31 5.58285 -2.99552 -2.87235
H32 5.02641 -1.90634 -1.59174
H33 6.28877 -1.37543 -2.72460
H34 3.34894 -1.95364 -3.30166
H35 4.53561 -1.52253 -4.57463
H36 5.74058 0.45991 -4.30415
H37 5.14862 1.71841 -3.19419
H38 3.79750 0.92441 -5.81907
H39 4.75096 2.39256 -5.55300
H40 3.23306 2.14542 -4.67561
H41 1.25008 4.24290 0.27631
H42 2.02110 6.56371 0.63275
H43 3.86474 7.47775 -0.72504
H44 4.93578 6.05996 -2.44073
H45 4.15476 3.73711 -2.78327
C51 -3.50143 4.35849 -0.37114
N5 -2.15405 3.85644 -0.23936
C52 -1.36657 3.91352 -1.45592
P1 -1.35838 3.71881 1.19814
O4 -0.20597 2.84691 1.29833
O5 -2.57822 3.17903 2.17861
P2 -2.27153 1.78343 2.96577
O6 -1.65499 0.75688 2.15751
N6 -1.45702 2.17709 4.34623
C53 -2.01272 3.15281 5.24899
C54 -0.06116 1.85783 4.53962
N7 -3.82532 1.48832 3.53868
C55 -3.92880 0.22982 4.24122
C56 -5.02067 1.85022 2.81684
N8 -1.00765 5.26327 1.77649
C57 -1.89718 6.39460 1.68182
C58 -0.09661 5.35767 2.89366
H46 -3.52220 5.33392 -0.87348
H47 -3.96589 4.44905 0.60838
H48 -4.08813 3.65957 -0.97830
H49 -1.97866 3.53535 -2.27996
H50 -0.48478 3.27586 -1.34223
H51 -1.04716 4.93716 -1.68661
H52 -3.01287 3.40854 4.91006
H53 -1.39849 4.05995 5.28103
H54 -2.07022 2.74271 6.26102
H55 0.27466 1.21003 3.73356
H56 0.08045 1.33635 5.49225
H57 0.55491 2.76318 4.54498
H58 -2.94746 -0.02980 4.63474
H59 -4.26781 -0.58300 3.58875
H60 -4.63794 0.33451 5.06714
H61 -4.84800 2.76886 2.26442
H62 -5.82512 2.01678 3.53726
H63 -5.34552 1.07527 2.11290
H64 -2.43544 6.37577 0.74088
H65 -1.29686 7.30777 1.71041
H66 -2.61986 6.43126 2.50677
H67 0.48397 4.44035 2.94553
H68 -0.63121 5.50886 3.84028
H69 0.58523 6.19951 2.74387

Its spin multiplicity is 1. The calculation puts the energy at -133857.564 eV. As for the net charge: -1.

Mulliken population analysis, charges in e, atoms 1 to 5: atom 1 (Sr): 2.667, atom 2 (C): -1.703, atom 3 (C): 0.370, atom 4 (C): -0.871, atom 5 (C): 0.648